#P
Here is the ion C5H15N2 with charge +1 from the OMol25 dataset. Energies are from ωB97M-V/def2-TZVPD.

CARTESIAN COORDINATES (ANGSTROEM)
C 0.877 -1.271 0.550
N 1.454 0.152 0.546
C 2.906 0.198 0.551
C -0.678 -1.343 0.253
N -0.909 -0.385 -0.816
C -2.195 0.340 -0.824
C -2.066 1.769 -0.366
H 1.175 -1.761 1.470
H 1.548 -1.776 -0.309
H 0.918 0.625 1.247
H 3.361 -0.541 1.189
H 3.285 1.214 0.789
H 3.283 0.155 -0.449
H -1.152 -1.028 1.225
H -1.006 -2.337 0.043
H -0.578 -0.782 -1.748
H 1.199 0.671 -0.369
H -2.932 -0.290 -0.282
H -2.514 0.147 -1.832
H -3.073 2.347 -0.381
H -1.534 1.817 0.641
H -1.369 2.080 -1.130

As for the total charge: +1. Its SMILES is CCNCC[NH2+]C. For the orbital gap, the calculation gives 9.96 eV. As for the HOMO energy: -13.04 eV. For the molecular weight, the calculation gives 103.19 g/mol.

These are the Mulliken partial charges, in e, on atoms 1 to 4: C -0.80; N -0.15; C -0.88; C -0.68



#Q
Here is a cluster of 2 separate species, C5H15N2 in total from the OMol25 dataset. Energies are from ωB97M-V/def2-TZVPD.

CARTESIAN COORDINATES (ANGSTROEM)
C 0.431 1.123 -1.408
N 0.327 0.702 -0.081
C 2.204 -1.307 2.201
C 0.936 -1.688 2.970
C -0.410 0.173 -2.199
N -1.677 0.014 -1.477
C -2.612 1.108 -1.624
H 1.483 1.231 -1.749
H 0.006 2.150 -1.512
H 1.890 -0.517 1.506
H 3.036 -0.968 2.817
H 2.665 -2.116 1.631
H 0.281 -2.249 2.301
H 1.053 -2.220 3.910
H 0.410 -0.754 3.188
H -0.621 0.527 -3.209
H 0.012 -0.830 -2.300
H -1.446 -0.097 -0.474
H 0.603 1.466 0.541
H -3.468 0.997 -0.963
H -2.164 2.097 -1.403
H -2.938 1.157 -2.666

As for the total charge: +1. For the orbital gap, the calculation gives 5.66 eV. As for the HOMO energy: -14.50 eV. For the molecular weight, the calculation gives 103.19 g/mol.

These are the Mulliken partial charges, in e, on atoms 1 to 4: C -0.36; N -0.21; C -0.46; C -0.81



#R
Here is a structure of composition C5H15N2 from the OMol25 dataset. Energies are from ωB97M-V/def2-TZVPD.

CARTESIAN COORDINATES (ANGSTROEM)
C 0.967 3.038 1.144
C 0.406 1.644 1.062
N 0.759 1.096 -0.277
H 0.627 3.607 0.319
H 0.641 3.565 2.063
H 2.066 3.038 1.194
H 0.766 0.956 1.837
H -0.705 1.731 1.104
H 1.709 1.409 -0.484
H 0.175 1.589 -0.943
C -2.179 -0.768 -0.627
C -1.152 -1.791 -0.115
C 1.038 -2.387 -0.785
N 0.224 -1.432 -0.494
H -1.983 0.236 -0.201
H -2.155 -0.646 -1.693
H -3.155 -1.152 -0.297
H -1.161 -1.740 0.966
H -1.461 -2.855 -0.369
H 2.053 -2.245 -1.128
H 0.799 -3.450 -0.610
H 0.419 -0.106 -0.430

As for the total charge: +1. For the orbital gap, the calculation gives 11.51 eV. As for the HOMO energy: -14.89 eV. For the molecular weight, the calculation gives 103.19 g/mol.

These are the Mulliken partial charges, in e, on atoms 1 to 4: C -1.32; C -0.24; N -0.41; H 0.39



Order of stability, best first: #R, #P, #Q



#P
Here is the molecule C2H2N2O from the OMol25 dataset. Energies are from ωB97M-V/def2-TZVPD.

CARTESIAN COORDINATES (ANGSTROEM)
C 0.350 0.365 -0.292
C 1.731 0.076 -0.417
H -2.387 -0.843 0.312
H -0.008 1.281 0.547
N -0.617 -0.426 -0.461
N 2.816 -0.377 0.205
O -1.884 -0.075 0.106

Its SMILES is N#C/C=N/O. For the orbital gap, the calculation gives 9.95 eV. As for the HOMO energy: -10.66 eV. For the molecular weight, the calculation gives 70.05 g/mol.

These are the Mulliken partial charges, in e, on atoms 1 to 4: C 0.14; C 0.17; H 0.35; H 0.29



#Q
Here is the molecule C2H2N2O from the OMol25 dataset. Energies are from ωB97M-V/def2-TZVPD.

CARTESIAN COORDINATES (ANGSTROEM)
C -0.278 -0.610 -0.076
N 1.143 -0.394 0.416
N -1.211 0.231 -0.052
C 1.415 0.705 0.104
O 1.480 1.833 -0.263
H -2.146 -0.092 0.197
H -0.403 -1.672 -0.326

Its SMILES is [H]/N=C/N=C=O. For the orbital gap, the calculation gives 11.04 eV. As for the HOMO energy: -10.48 eV. For the molecular weight, the calculation gives 70.05 g/mol.

These are the Mulliken partial charges, in e, on atoms 1 to 4: C 0.04; N -0.38; N -0.53; C 0.65



#R
Here is the molecule C2H2N2O from the OMol25 dataset. Energies are from ωB97M-V/def2-TZVPD.

CARTESIAN COORDINATES (ANGSTROEM)
C 0.517 -0.002 -0.684
C -0.068 -0.824 0.184
H 1.235 0.117 -1.645
H -0.166 -1.819 0.836
N -0.802 1.191 0.579
N 0.101 1.282 -0.343
O -0.817 0.055 1.073

Its SMILES is c1conn1. For the orbital gap, the calculation gives 11.48 eV. As for the HOMO energy: -10.62 eV. For the molecular weight, the calculation gives 70.05 g/mol.

These are the Mulliken partial charges, in e, on atoms 1 to 4: C -0.27; C -0.03; H 0.32; H 0.32



#S
Here is a cluster of 2 separate species, C2H2N2O in total from the OMol25 dataset. Energies are from ωB97M-V/def2-TZVPD.

CARTESIAN COORDINATES (ANGSTROEM)
C -1.375 -0.440 -0.010
C -0.118 0.195 0.012
N -2.457 -0.812 0.020
N 0.914 0.895 -0.677
O 0.316 1.263 0.608
H 0.759 -1.594 0.615
H 1.960 0.494 -0.568

For the orbital gap (spin up / spin down), the calculation gives 8.26 / 9.22 eV. As for the HOMO energy (spin up / spin down): -9.37 / -10.29 eV. For the molecular weight, the calculation gives 70.05 g/mol.

These are the Mulliken partial charges, in e, on atoms 1 to 4: C 0.10; C 0.42; N -0.31; N -0.33



Order of stability, best first: #Q, #R, #P, #S



#P
Here is a cluster of 2 separate species, C2H2N2O in total from the OMol25 dataset. Energies are from ωB97M-V/def2-TZVPD.

CARTESIAN COORDINATES (ANGSTROEM)
C -1.241 1.062 1.098
C 0.923 -1.291 0.230
N -1.095 0.912 -0.076
N 0.499 -0.310 -0.310
O 1.144 -2.223 0.841
H -0.970 1.559 -0.787
H 0.740 0.290 -0.996

For the orbital gap, the calculation gives 10.51 eV. As for the HOMO energy: -9.93 eV. For the molecular weight, the calculation gives 70.05 g/mol.

These are the Mulliken partial charges, in e, on atoms 1 to 4: C -0.03; C 0.46; N -0.25; N -0.32



#Q
Here is a cluster of 2 separate species, C2H2N2O in total from the OMol25 dataset. Energies are from ωB97M-V/def2-TZVPD.

CARTESIAN COORDINATES (ANGSTROEM)
C -0.282 -1.718 1.080
C -0.112 1.628 -0.938
N 0.252 -0.723 1.094
N 0.750 0.843 -0.739
O -0.770 2.565 -1.350
H -0.950 -2.650 1.099
H 1.113 0.056 -0.246

Its SMILES is N=C=O.C#N. For the orbital gap, the calculation gives 11.09 eV. As for the HOMO energy: -10.46 eV. For the molecular weight, the calculation gives 70.05 g/mol.

These are the Mulliken partial charges, in e, on atoms 1 to 4: C 0.13; C 0.51; N -0.43; N -0.32



Order of stability, best first: #Q, #P